Computed, not measured: a molecular structure, C11H23FNO2P2Tc, with ωB97M-V/def2-TZVPD.

Element x y z (Å)
Tc 0.185 1.129 1.703
P -1.802 0.315 1.108
C -2.119 1.078 -0.589
C -0.799 1.367 -1.251
N 0.272 1.437 -0.388
C 1.516 1.480 -0.960
C 1.699 2.160 -2.176
C 0.562 2.470 -2.949
C -0.673 1.973 -2.509
C 2.665 1.020 -0.074
P 1.991 -0.256 1.163
H -1.580 2.141 -3.092
H 2.699 2.542 -2.437
H 0.658 3.030 -3.888
H 3.498 0.569 -0.652
H 3.091 1.908 0.440
H -2.896 0.488 -1.143
H -2.764 1.949 -0.346
H -1.111 -2.504 -3.137
O -1.772 -2.790 -3.851
H -2.610 -2.805 -3.308
H -0.340 -3.703 1.423
O 0.041 -4.173 0.670
H 0.043 -5.090 1.014
C 2.543 -1.662 0.151
H 3.390 -1.414 -0.483
H 2.927 -2.459 0.777
H 1.773 -2.087 -0.479
C 3.297 -0.381 2.406
H 3.185 -1.366 2.848
H 4.300 -0.346 2.000
H 3.203 0.373 3.179
C -3.076 1.506 1.731
H -3.933 1.466 1.051
H -3.505 1.279 2.701
H -2.667 2.519 1.763
C -2.863 -1.184 1.161
H -3.232 -1.417 2.170
H -3.773 -1.028 0.566
H -2.375 -2.090 0.787
F 0.351 2.559 2.901

Values from the calculation:
Charge: +3
Highest occupied orbital energy (spin up / spin down): -18.48 / -18.44 eV
LUMO (spin up / spin down): -11.97 / -15.49 eV
<S²>: 3.78
E: -40825.7668 eV
Spin multiplicity: 4
Gap between HOMO and LUMO (spin up / spin down): 6.52 / 2.95 eV



Computed, not measured: 2 unconnected molecules or ions with the total composition C2H11N5, with ωB97M-V/def2-TZVPD.

Element x y z (Å)
C 1.757 -1.312 0.140
C -1.238 0.671 -0.807
N 2.268 -0.686 -0.745
N 0.804 -1.813 0.841
N -0.973 1.094 0.562
N 3.443 -0.540 -1.335
N -2.287 1.277 1.232
H -1.712 -0.459 -0.744
H -2.033 1.243 -1.450
H -0.388 0.526 -1.352
H 1.113 -1.893 1.805
H 0.132 -2.546 0.463
H -0.571 1.999 0.747
H 3.310 -0.098 -2.236
H 4.025 -1.350 -1.367
H -2.089 1.395 2.167
H -2.724 2.107 0.821
H -2.837 0.384 1.255

Values from the calculation:
Charge: +2
Highest occupied orbital energy: -18.00 eV
LUMO: -7.83 eV
E: -9682.2583 eV
Gap between HOMO and LUMO: 10.17 eV



Computed, not measured: a molecular structure, C14H24ClI2OP2Rh, with ωB97M-V/def2-TZVPD.

Element x y z (Å)
I -2.690 3.842 -1.080
I -2.154 0.332 -2.706
Rh -0.606 0.690 -0.671
P 1.022 1.686 -2.179
C 0.524 3.268 -2.870
C 2.620 2.000 -1.360
H 3.414 2.199 -2.089
H 2.183 0.997 -4.217
H 2.902 1.118 -0.781
H 1.672 -0.397 -3.248
H 0.324 3.955 -2.044
H 2.509 2.883 -0.718
C 1.359 0.587 -3.615
H 1.324 3.657 -3.509
H 0.451 0.529 -4.234
H -0.418 3.115 -3.400
P -2.124 -0.235 0.820
C -3.661 0.698 0.881
C -2.523 -1.965 0.356
H -0.651 -0.998 2.584
H -2.284 -0.587 3.148
H -1.105 0.749 2.775
C -1.455 -0.260 2.513
H -1.629 -2.598 0.446
H -3.259 -2.304 1.095
H -4.271 0.174 1.629
H -4.120 0.699 -0.117
H -2.948 -1.999 -0.661
H -3.435 1.723 1.207
C -0.480 2.266 0.313
O -0.340 3.154 1.044
Cl 0.334 -4.085 -0.189
C 0.908 -3.010 1.044
C 1.275 -3.520 2.287
C 1.887 -2.721 3.239
C 2.206 -1.406 2.894
C 1.829 -0.841 1.686
C 1.117 -1.640 0.764
C 0.630 -1.070 -0.506
H 1.129 -4.563 2.476
H 2.199 -3.150 4.200
H 2.761 -0.800 3.606
H 2.140 0.195 1.422
H 1.452 -0.672 -1.108
H -0.020 -1.694 -1.127

Values from the calculation:
Charge: +2
Highest occupied orbital energy (spin up / spin down): -14.52 / -15.06 eV
LUMO (spin up / spin down): -6.43 / -10.33 eV
<S²>: 6.03
E: -67248.2096 eV
Spin multiplicity: 5
Gap between HOMO and LUMO (spin up / spin down): 8.09 / 4.73 eV



Computed, not measured: 2 unconnected molecules or ions with the total composition C15H13NO3, with ωB97M-V/def2-TZVPD.

Element x y z (Å)
C 0.499 0.647 -0.257
C -0.835 0.051 -0.061
O -0.975 -1.183 -0.100
C -1.874 1.042 0.157
C -1.646 2.330 -0.406
C -2.716 3.264 -0.426
C -3.895 2.928 0.242
C -4.084 1.663 0.864
C -3.058 0.712 0.802
N 0.820 1.891 0.248
O 2.029 2.267 0.303
O -0.090 2.696 0.707
H 1.026 0.402 -1.258
H -0.892 2.434 -1.179
H -2.602 4.195 -0.985
H -4.708 3.659 0.292
H -5.018 1.399 1.389
H -3.135 -0.273 1.283
C 1.863 -0.708 0.546
C 2.780 -0.732 -0.526
C 3.184 -1.766 -1.336
C 2.773 -3.096 -1.284
C 2.074 -3.730 -0.281
C 1.529 -3.182 0.882
C 1.340 -1.848 1.184
H 1.873 0.228 1.130
H 3.132 0.263 -0.803
H 3.842 -1.487 -2.170
H 3.064 -3.713 -2.143
H 1.899 -4.801 -0.441
H 1.106 -3.912 1.581
H 0.695 -1.639 2.046

Values from the calculation:
Highest occupied orbital energy: -7.62 eV
LUMO: -1.40 eV
E: -23390.2651 eV
Gap between HOMO and LUMO: 6.22 eV



Computed, not measured: a molecular structure, C31H46N6NaO8, with ωB97M-V/def2-TZVPD.

Element x y z (Å)
Na -1.368 -0.830 -0.514
O -4.437 -1.649 1.967
C -3.214 -1.454 1.912
O -2.625 -0.469 1.370
C -2.307 -2.476 2.647
C -1.119 -1.794 3.343
C -0.545 -2.722 4.429
C 0.230 -3.749 3.562
C -0.086 -3.236 2.150
O -0.080 -1.812 2.352
C -1.543 -3.545 1.787
C -1.821 -3.533 0.265
O -2.909 -4.002 -0.098
O -0.903 -3.059 -0.469
H -2.950 -2.979 3.370
H -1.309 -0.770 3.658
H 0.123 -2.177 5.098
H -1.333 -3.177 5.029
H 1.304 -3.698 3.757
H -0.096 -4.778 3.716
H 0.620 -3.493 1.364
H -1.826 -4.540 2.136
O 1.056 5.953 0.443
C -0.023 5.339 1.138
C -0.001 3.855 0.902
C -0.477 2.981 1.867
C -0.536 1.624 1.578
N -0.129 1.121 0.420
C 0.357 1.954 -0.500
C 0.431 3.328 -0.307
C 0.798 1.317 -1.772
C 1.841 1.831 -2.528
C 2.252 1.146 -3.664
C 3.375 1.672 -4.515
O 2.995 2.833 -5.251
C 1.585 -0.021 -4.001
C 0.544 -0.455 -3.190
N 0.156 0.197 -2.105
H 0.916 6.903 0.445
H -0.979 5.737 0.779
H 0.040 5.536 2.213
H -0.822 3.344 2.827
H -0.958 0.906 2.268
H 0.799 3.982 -1.085
H 2.360 2.728 -2.214
H 3.726 0.885 -5.191
H 4.215 1.981 -3.891
H 2.117 2.675 -5.614
H 1.879 -0.602 -4.866
H 0.014 -1.376 -3.407
C -6.255 -0.295 -0.042
N -5.211 -0.543 -1.019
C -5.008 -1.948 -1.350
C -4.230 0.335 -1.299
O -3.162 0.016 -1.822
N -4.488 1.681 -0.957
C -5.581 2.316 -1.669
C -3.291 2.498 -0.899
H -6.203 -1.075 0.717
H -7.243 -0.294 -0.517
H -6.082 0.652 0.459
H -5.960 -2.369 -1.686
H -4.644 -2.499 -0.481
H -4.271 -2.037 -2.141
H -6.453 1.668 -1.693
H -5.307 2.563 -2.706
H -5.858 3.242 -1.161
H -2.574 2.025 -0.232
H -3.563 3.473 -0.489
H -2.825 2.640 -1.883
C 4.551 -1.058 -2.321
C 4.786 -0.232 -1.064
N 4.580 -0.997 0.157
C 5.725 -1.174 1.026
C 6.076 0.071 1.837
C 3.277 -1.149 0.602
C 3.071 -1.864 1.915
N 2.330 -0.718 -0.131
H 4.731 -0.457 -3.216
H 3.522 -1.413 -2.340
H 5.221 -1.921 -2.347
H 4.110 0.628 -1.064
H 5.812 0.145 -1.050
H 6.578 -1.463 0.405
H 5.544 -2.015 1.694
H 6.278 0.918 1.179
H 6.960 -0.096 2.455
H 5.247 0.350 2.490
H 3.447 -2.888 1.861
H 2.005 -1.894 2.138
H 3.590 -1.364 2.735
H 1.430 -0.892 0.303

Values from the calculation:
Charge: -1
Highest occupied orbital energy: -4.73 eV
LUMO: 1.99 eV
E: -62635.6500 eV
Gap between HOMO and LUMO: 6.72 eV



Computed, not measured: 3 unconnected molecules or ions with the total composition C29H30BrF16NO7P2S, with ωB97M-V/def2-TZVPD.

Element x y z (Å)
C 0.470 6.324 -0.839
C 1.274 5.830 -0.094
C 2.249 5.143 0.698
C 3.501 5.585 0.863
C 4.047 6.832 0.250
C 4.399 4.779 1.740
O 5.210 5.319 2.453
C 4.210 3.293 1.681
C 5.290 2.416 1.757
C 6.685 2.992 1.858
C 7.248 3.175 3.279
C 6.498 2.465 4.391
O 8.625 2.811 3.243
C 5.006 1.037 1.711
P 6.273 -0.272 1.881
N 5.979 -1.259 3.030
O 7.735 0.335 1.986
O 6.357 -0.934 0.406
C 3.680 0.589 1.539
P 3.221 -1.198 1.457
S 2.091 -1.834 2.923
C 2.613 1.485 1.433
C 1.213 0.996 1.197
C 0.880 0.386 -0.194
C -0.531 0.771 -0.627
Br 2.150 0.902 -1.576
C 2.897 2.844 1.529
C 1.834 3.906 1.430
O 0.740 3.818 1.927
H -0.305 6.910 -1.273
H 3.512 7.714 0.596
H 3.998 6.763 -0.835
H 5.089 6.955 0.535
H 7.377 2.412 1.262
H 6.668 3.979 1.406
H 7.184 4.243 3.499
H 7.023 2.639 5.332
H 5.494 2.872 4.513
H 6.448 1.385 4.252
H 9.030 3.115 4.059
H 5.137 -1.048 3.553
H 8.315 -0.048 1.316
H 5.855 -0.434 -0.248
H 2.658 -1.341 0.185
H 4.390 -1.942 1.376
H 0.509 1.799 1.341
H 0.965 0.242 1.942
H 0.885 -0.696 -0.098
H -0.530 1.702 -1.191
H -1.161 0.917 0.249
H -0.988 -0.008 -1.231
C -1.634 -4.608 0.003
C -1.909 -3.121 -0.272
C -2.772 -2.358 0.734
F -4.018 -2.867 0.779
F -2.866 -1.062 0.347
F -2.405 -2.957 -1.517
F -0.688 -2.506 -0.232
O -2.414 -5.549 -0.709
C -3.598 -6.037 -0.231
C -4.749 -5.717 -1.189
F -4.887 -4.380 -1.327
F -5.902 -6.206 -0.681
F -3.865 -5.616 1.017
F -3.500 -7.383 -0.188
H -0.623 -4.769 -0.368
H -1.611 -4.819 1.073
H -2.326 -2.392 1.732
H -4.564 -6.161 -2.168
C -7.826 -3.221 -2.998
C -6.917 -3.207 -4.237
C -5.955 -2.027 -4.397
F -6.629 -0.870 -4.542
F -5.212 -2.224 -5.510
F -7.651 -3.364 -5.357
F -6.107 -4.299 -4.112
O -9.166 -2.801 -3.175
C -9.552 -1.499 -3.017
C -10.175 -0.943 -4.302
F -9.280 -0.971 -5.307
F -10.539 0.341 -4.088
F -8.555 -0.714 -2.574
F -10.527 -1.475 -2.080
H -7.913 -4.275 -2.737
H -7.352 -2.729 -2.149
H -5.286 -1.957 -3.535
H -11.052 -1.531 -4.579

Values from the calculation:
Highest occupied orbital energy: -8.95 eV
LUMO: -1.54 eV
E: -189316.6170 eV
Gap between HOMO and LUMO: 7.41 eV